1.
A molecular structure, C24H22IrN2O3PS2Se3Te2. Source: the Open Molecules 2025 dataset; level of theory: ωB97M-V/def2-TZVPD.

Geometry as ORCA input:
```
! RIJCOSX wB97M-V def2-TZVPD def2/J DEFGRID3
* xyz 1 2
Ir 0.009 -0.097 0.222
S -1.185 3.025 -6.261
C -1.237 4.723 -6.092
C -1.043 5.126 -4.805
C -0.845 4.051 -3.927
C -0.896 2.829 -4.554
C -0.732 1.521 -3.979
C -0.445 1.369 -2.606
N -0.260 0.206 -2.031
C -0.354 -0.921 -2.764
C -0.656 -0.889 -4.145
C -0.785 -2.121 -4.854
C -0.634 -3.309 -4.222
C -0.304 -3.373 -2.835
C -0.141 -4.582 -2.152
C 0.219 -4.568 -0.808
C 0.432 -3.307 -0.212
N 0.238 -2.160 -0.816
C -0.137 -2.168 -2.112
C 0.350 -5.762 -0.016
C 0.265 -7.074 -0.419
C 0.389 -7.985 0.641
C 0.558 -7.369 1.844
S 0.580 -5.666 1.710
C -0.837 0.361 -4.739
H -1.415 5.331 -6.956
H -1.044 6.155 -4.498
H -0.676 4.184 -2.874
H -0.358 2.237 -1.968
H -1.017 -2.080 -5.906
H -0.757 -4.237 -4.761
H -0.298 -5.508 -2.684
H 0.774 -3.266 0.815
H 0.121 -7.372 -1.441
H 0.352 -9.052 0.517
H 0.675 -7.826 2.807
H -1.058 0.422 -5.794
Se 0.289 -1.289 2.618
Se -1.275 -0.398 3.935
Te -3.008 0.817 2.449
Se -2.812 -0.279 0.321
C 2.713 5.384 1.305
C 1.381 4.738 0.967
O 1.004 3.839 2.006
P 0.714 2.290 1.791
O -0.639 2.011 1.211
Te 2.453 1.208 0.504
O 0.651 1.815 3.307
C 1.783 1.861 4.179
C 1.331 2.337 5.547
H 2.879 6.248 0.670
H 3.523 4.675 1.158
H 2.700 5.711 2.341
H 1.437 4.201 0.011
H 0.588 5.487 0.907
H 2.545 2.524 3.761
H 2.188 0.845 4.244
H 0.955 3.355 5.484
H 2.174 2.305 6.232
H 0.540 1.693 5.928
*
```

HOMO-LUMO gap (alpha / beta) in eV: 6.05 / 5.05

***

2.
A molecular structure, C24H22MoN2O6PS2. Source: the Open Molecules 2025 dataset; level of theory: ωB97M-V/def2-TZVPD.

Geometry as ORCA input:
```
! RIJCOSX wB97M-V def2-TZVPD def2/J DEFGRID3
* xyz 1 3
Mo -1.265 0.932 -0.169
O -0.603 -2.955 0.899
C -0.480 -1.797 0.614
O -1.439 -0.985 0.224
C 0.813 -1.040 0.690
C 2.065 -1.557 0.945
C 3.142 -0.680 0.997
C 2.928 0.678 0.804
C 1.644 1.112 0.552
N 0.612 0.267 0.486
C 1.191 2.518 0.285
O 1.921 3.469 0.250
O -0.113 2.529 0.127
H 2.174 -2.622 1.091
H 4.136 -1.056 1.197
H 3.724 1.409 0.841
S -0.386 1.024 -2.466
P -1.399 2.815 -2.567
S -2.653 3.001 -0.990
C -2.401 2.771 -4.072
C -3.415 1.817 -4.143
C -4.230 1.776 -5.259
C -4.040 2.685 -6.294
C -3.024 3.624 -6.225
C -2.196 3.670 -5.112
C -0.249 4.194 -2.700
C 1.053 3.976 -3.138
C 1.907 5.057 -3.288
C 1.459 6.338 -3.005
C 0.158 6.549 -2.569
C -0.704 5.477 -2.412
H -3.543 1.111 -3.331
H -5.018 1.037 -5.332
H -4.689 2.656 -7.160
H -2.872 4.324 -7.035
H -1.391 4.392 -5.054
H 1.392 2.971 -3.351
H 2.925 4.896 -3.617
H 2.128 7.181 -3.119
H -0.184 7.550 -2.341
H -1.717 5.626 -2.057
O -3.174 0.851 1.244
C -3.810 0.427 0.237
O -3.283 0.231 -0.869
C -5.307 0.171 0.417
N -5.663 0.622 1.810
C -6.124 -0.576 2.589
C -6.668 -1.505 1.513
C -5.671 -1.323 0.363
H -5.848 0.753 -0.326
H -6.371 1.351 1.803
H -4.771 1.010 2.177
H -6.856 -0.280 3.335
H -5.258 -1.008 3.086
H -7.671 -1.194 1.216
H -6.719 -2.537 1.853
H -6.089 -1.601 -0.600
H -4.780 -1.930 0.531
*
```

HOMO-LUMO gap (alpha / beta) in eV: 8.20 / 7.48
Energy above the lowest of the compared OMol25 structures with the same formula, charge and spin in kcal per mole: 0.0

***

The records above give, respectively, energy values of -10245.32890, -2694.63353 hartree.